Entry 1:
DFT (the ωB97M-V functional and the def2-TZVPD basis) results for C14H32N5O3PS2Sn as an isolated structure.

Last column: Löwdin charge in e.
CARTESIAN COORDINATES (ANGSTROEM)
Sn  -1.945  0.103  -2.063  1.075
C  -4.743  -0.884  -3.777  -0.097
C  -4.600  -1.919  -2.698  -0.208
O  -3.460  -1.547  -1.830  -0.321
H  -5.579  -1.164  -4.419  0.104
H  -3.859  -0.836  -4.416  0.072
H  -4.962  0.105  -3.371  0.082
H  -4.381  -2.904  -3.101  0.133
H  -5.479  -1.967  -2.060  0.132
H  -3.344  -2.188  -1.117  0.105
C  3.966  -0.076  -0.926  -0.016
C  3.515  0.970  -1.934  -0.563
C  3.589  0.468  -3.370  -0.019
C  4.287  2.286  -1.754  -0.007
N  2.096  1.298  -1.595  0.071
N  1.234  1.828  -2.441  0.149
H  5.026  -0.281  -1.075  0.112
H  3.439  -1.020  -1.042  0.050
H  3.844  0.285  0.099  0.095
H  4.587  0.066  -3.541  0.112
H  3.445  1.262  -4.107  0.092
H  2.881  -0.345  -3.551  0.098
H  5.336  2.104  -1.987  0.111
H  4.234  2.641  -0.723  0.097
H  3.923  3.063  -2.429  0.093
H  1.827  1.444  -0.623  0.112
H  1.511  1.760  -3.414  0.129
H  0.812  2.708  -2.161  0.108
C  -0.409  -2.248  2.147  -0.035
C  0.812  -1.376  1.980  -0.367
C  1.520  -1.020  3.262  -0.024
O  0.440  -0.112  1.232  -0.303
P  -0.737  0.858  1.486  -0.108
S  -0.558  2.506  0.361  0.440
S  -2.511  0.401  0.589  0.343
O  -0.846  1.056  3.006  -0.265
C  -1.855  1.694  3.933  -0.363
C  -2.353  3.007  3.385  -0.057
C  -2.935  0.682  4.226  -0.038
H  -0.109  -3.192  2.604  0.109
H  -0.872  -2.471  1.185  0.069
H  -1.144  -1.784  2.810  0.078
H  1.509  -1.824  1.277  0.124
H  0.842  -0.575  3.988  0.083
H  2.350  -0.339  3.074  0.094
H  1.928  -1.935  3.694  0.107
H  -1.239  1.859  4.812  0.152
H  -2.962  2.867  2.490  0.071
H  -1.533  3.689  3.167  0.083
H  -2.983  3.470  4.145  0.106
H  -3.553  0.492  3.348  0.062
H  -3.582  1.079  5.009  0.105
H  -2.511  -0.254  4.588  0.090
N  -0.536  -1.369  -1.651  -0.082
C  0.227  -2.271  -1.542  -0.331
N  0.935  -3.279  -1.471  0.138
C  2.188  -3.389  -1.044  -0.338
N  3.274  -3.485  -0.666  0.156

Properties
relative energy (zero: lowest compared OMol25 entry of this formula, charge and spin)	8.4	kcal per mole
2S+1	1
E_HOMO (spin up / spin down)	-14.779 / -14.796	eV
orbital gap (spin up / spin down)	0.2168 / 0.2561	hartree
total energy	-65406.144	eV
total charge	+2

=====

Entry 2:
DFT (the ωB97M-V functional and the def2-TZVPD basis) results for C35H46BF19NbO21S as an isolated structure in a non-equilibrium geometry.

Last column: Löwdin charge in e.
CARTESIAN COORDINATES (ANGSTROEM)
C  -6.974  2.273  -0.587  -0.112
C  -5.784  3.226  -0.355  -0.261
C  -4.575  2.840  -1.197  -0.233
C  -3.261  3.551  -0.802  -0.303
C  -3.087  4.006  0.653  -0.375
Nb  -2.644  2.502  2.301  1.494
S  -2.681  4.288  4.057  0.163
C  -2.809  0.762  0.893  -0.319
C  -4.130  -0.046  0.975  -0.248
C  -3.944  -1.549  1.219  -0.256
O  -4.401  -1.868  2.539  -0.078
C  -0.408  2.872  2.014  -0.306
C  0.449  1.940  1.146  -0.173
C  1.073  2.672  -0.019  -0.441
F  1.982  3.589  0.471  0.098
F  0.172  3.384  -0.749  0.116
C  1.936  1.803  -0.964  -0.317
F  2.910  1.196  -0.233  0.129
F  2.567  2.640  -1.834  0.132
C  1.161  0.734  -1.815  -0.313
F  -0.180  0.890  -1.690  0.152
F  1.460  0.907  -3.124  0.155
C  1.528  -0.727  -1.452  -0.315
F  2.823  -0.889  -1.843  0.146
F  1.486  -0.965  -0.117  0.144
C  0.702  -1.837  -2.174  -0.304
F  1.518  -2.922  -2.267  0.128
F  0.380  -1.476  -3.427  0.164
C  -0.598  -2.311  -1.410  -0.504
F  -1.565  -2.524  -2.318  0.165
F  -1.035  -1.402  -0.539  0.178
F  -0.370  -3.472  -0.788  0.179
C  -2.389  0.861  3.878  -0.218
B  -1.016  0.190  3.774  -0.810
O  -0.707  -0.840  2.852  0.069
O  0.070  0.600  4.558  0.098
H  -7.404  2.386  -1.580  0.062
H  -7.727  2.443  0.183  0.063
H  -6.625  1.248  -0.457  0.052
H  -6.139  4.221  -0.632  0.107
H  -5.570  3.182  0.709  0.054
H  -4.788  3.152  -2.221  0.100
H  -4.444  1.764  -1.235  0.063
H  -2.397  2.959  -1.114  0.064
H  -3.214  4.453  -1.430  0.089
H  -3.917  4.623  0.996  0.023
H  -2.212  4.665  0.674  0.023
H  -4.452  2.397  2.508  -0.074
H  -3.880  4.146  4.629  -0.286
H  -2.541  0.994  -0.141  0.032
H  -2.037  0.082  1.263  0.001
H  -4.719  0.282  1.827  0.064
H  -4.714  0.082  0.068  0.065
H  -4.541  -2.143  0.515  0.097
H  -2.898  -1.847  1.116  0.093
H  -3.797  -2.487  2.952  0.078
H  0.045  2.916  3.007  0.041
H  -0.317  3.890  1.631  0.034
H  -0.037  1.039  0.756  0.078
H  1.309  1.602  1.730  0.128
H  -3.158  0.106  3.683  0.028
H  -2.552  1.295  4.864  0.015
H  -0.290  -0.489  2.063  0.034
H  -0.264  0.834  5.427  0.086
C  1.613  5.940  -2.454  -0.046
C  0.294  6.355  -3.068  -0.312
O  0.631  7.583  -3.695  0.129
C  1.954  7.538  -4.015  -0.558
O  2.494  8.283  -4.761  0.174
O  2.558  6.515  -3.368  0.073
F  -0.663  6.573  -2.141  0.084
H  1.745  6.381  -1.465  0.150
H  1.741  4.866  -2.388  0.114
H  -0.093  5.664  -3.819  0.175
C  4.196  -1.466  1.991  -0.038
C  3.537  -2.625  2.705  -0.291
O  4.381  -2.802  3.827  0.141
C  4.933  -1.595  4.123  -0.544
O  5.494  -1.328  5.128  0.187
O  4.769  -0.737  3.084  0.049
F  3.572  -3.755  1.939  0.058
H  4.991  -1.815  1.330  0.148
H  3.509  -0.843  1.425  0.119
H  2.516  -2.445  3.042  0.179
C  2.535  -4.365  -4.767  -0.060
C  2.292  -5.690  -5.456  -0.314
O  2.506  -5.365  -6.816  0.131
C  3.383  -4.318  -6.860  -0.547
O  3.964  -3.966  -7.827  0.189
O  3.496  -3.755  -5.633  0.077
F  1.020  -6.129  -5.294  0.075
H  1.629  -3.760  -4.741  0.132
H  2.930  -4.467  -3.761  0.133
H  2.979  -6.487  -5.165  0.172
C  7.334  1.050  2.485  -0.052
C  8.346  0.107  3.091  -0.310
O  9.563  0.802  2.892  0.128
C  9.276  2.138  2.860  -0.551
O  10.079  3.000  2.957  0.182
O  7.944  2.326  2.713  0.079
F  8.396  -1.083  2.434  0.067
H  7.230  0.887  1.411  0.147
H  6.362  0.990  2.959  0.123
H  8.205  -0.085  4.156  0.173
C  1.875  -6.858  3.357  -0.056
C  0.761  -6.478  2.410  -0.321
O  -0.247  -6.034  3.292  0.132
C  0.371  -5.554  4.415  -0.546
O  -0.149  -4.885  5.237  0.197
O  1.668  -5.949  4.441  0.069
F  0.309  -7.546  1.705  0.070
H  1.768  -7.882  3.719  0.143
H  2.863  -6.728  2.925  0.136
H  1.014  -5.674  1.716  0.168
C  -5.004  -2.447  -2.893  -0.056
C  -4.712  -2.173  -4.352  -0.317
O  -5.356  -0.935  -4.565  0.131
C  -5.383  -0.269  -3.366  -0.523
O  -5.616  0.879  -3.228  0.192
O  -5.084  -1.126  -2.359  0.063
F  -5.256  -3.111  -5.172  0.069
H  -5.964  -2.951  -2.771  0.146
H  -4.227  -3.018  -2.393  0.127
H  -3.651  -2.072  -4.591  0.168

Properties
relative energy (zero: lowest compared OMol25 entry of this formula, charge and spin)	0.0	kcal per mole
2S+1	1
E_HOMO	-5.209	eV
orbital gap	0.2336	hartree
total energy	-144734.157	eV
total charge	-1

=====

Entry 3:
DFT (the ωB97M-V functional and the def2-TZVPD basis) results for C21H21F3N6ORbS2 as an isolated structure.

Last column: Löwdin charge in e.
CARTESIAN COORDINATES (ANGSTROEM)
Rb  -0.308  0.243  -0.899  0.726
C  -1.456  6.573  1.436  -0.115
C  -2.599  5.563  1.535  -0.309
N  -2.705  4.669  0.402  -0.091
C  -1.665  3.739  0.148  -0.928
S  -1.583  3.236  -1.522  0.281
N  -0.968  3.413  1.186  -0.065
N  -0.027  2.411  1.049  -0.068
C  0.831  2.324  2.059  -0.337
C  0.834  3.316  3.205  -0.076
C  1.800  1.279  2.090  -0.275
C  2.744  1.161  3.160  -0.086
C  3.670  0.156  3.175  -0.159
C  3.698  -0.785  2.115  -0.151
C  2.741  -0.619  1.119  -0.230
N  1.828  0.335  1.069  -0.020
H  -1.405  7.204  2.330  0.054
H  -1.586  7.221  0.565  0.059
H  -0.511  6.039  1.329  0.058
H  -3.555  6.090  1.632  0.092
H  -2.464  4.955  2.430  0.090
H  -2.985  5.106  -0.463  0.053
H  0.066  4.065  3.037  0.035
H  1.806  3.814  3.296  0.064
H  0.635  2.823  4.163  0.065
H  2.723  1.873  3.975  0.073
H  4.374  0.082  3.999  0.074
H  4.404  -1.604  2.083  0.057
H  2.709  -1.330  0.292  0.090
O  0.999  -1.717  -2.418  -0.307
N  1.123  -1.688  -3.710  -0.253
C  2.198  -1.037  -4.219  -0.044
C  2.442  -0.928  -5.563  -0.102
C  1.537  -1.523  -6.444  -0.122
C  0.458  -2.193  -5.927  -0.137
C  0.208  -2.311  -4.540  -0.747
S  -1.114  -3.181  -3.924  0.517
H  2.830  -0.614  -3.452  0.130
H  3.313  -0.386  -5.902  0.089
H  1.681  -1.461  -7.516  0.089
H  -0.264  -2.673  -6.573  0.082
F  -1.268  -7.196  1.192  0.130
C  -2.357  -6.444  0.919  -0.575
F  -2.894  -6.958  -0.204  0.135
F  -3.240  -6.679  1.914  0.116
C  -2.016  -4.991  0.778  -0.129
C  -1.276  -4.568  -0.310  0.015
C  -0.940  -3.219  -0.398  -0.128
N  -1.327  -2.324  0.509  0.044
C  -2.050  -2.745  1.543  -0.124
C  -2.418  -4.067  1.733  -0.010
H  -0.967  -5.242  -1.098  0.120
H  -0.356  -2.862  -1.242  0.032
H  -2.345  -1.987  2.261  0.112
H  -3.000  -4.361  2.594  0.108

Properties
relative energy (zero: lowest compared OMol25 entry of this formula, charge and spin)	1.5	kcal per mole
2S+1	2
E_HOMO (spin up / spin down)	1.132 / -1.112	eV
orbital gap (spin up / spin down)	0.1072 / 0.1893	hartree
total energy	-63584.310	eV
total charge	-2

=====

Entry 4:
DFT (the ωB97M-V functional and the def2-TZVPD basis) results for C3H2IN2 as an isolated structure in a non-equilibrium geometry.

Last column: Löwdin charge in e.
CARTESIAN COORDINATES (ANGSTROEM)
C  1.526  0.214  -0.567  -0.037
C  0.160  0.237  0.940  -0.070
C  -0.512  -0.230  -0.359  -0.571
N  1.434  0.318  0.739  0.157
N  0.830  -0.118  -1.476  0.223
I  -2.325  0.728  -1.074  0.984
H  -0.265  0.185  2.000  0.180
H  -0.848  -1.335  -0.203  0.133

Properties
relative energy (zero: lowest compared OMol25 entry of this formula, charge and spin)	37.1	kcal per mole
2S+1	1
E_HOMO	-14.966	eV
orbital gap	0.2599	hartree
total energy	-14211.308	eV
total charge	+1

=====

Entry 5:
DFT (the ωB97M-V functional and the def2-TZVPD basis) results for a 2-piece molecular cluster, C6H6N2O2 overall in a non-equilibrium geometry.

Last column: Löwdin charge in e.
CARTESIAN COORDINATES (ANGSTROEM)
C  -1.901  -2.365  -3.639  -0.048
C  -2.997  -1.905  -3.464  -0.053
C  2.191  0.586  0.880  -0.423
C  1.191  -0.349  0.297  -0.028
C  -0.112  -0.259  0.687  -0.136
C  0.413  1.641  2.221  -0.585
H  -0.920  -2.869  -3.755  0.037
H  -3.972  -1.350  -3.161  0.066
H  2.564  2.148  2.178  0.225
H  1.487  -0.932  -0.673  0.144
H  -1.116  -0.616  0.031  0.189
H  -1.499  1.000  1.554  0.245
N  1.710  1.535  1.846  0.184
N  -0.375  0.658  1.647  0.056
O  3.387  0.495  0.570  0.031
O  -0.050  2.583  2.781  0.096

Properties
relative energy (zero: lowest compared OMol25 entry of this formula, charge and spin)	80.6	kcal per mole
2S+1	1
E_HOMO	-9.341	eV
orbital gap	0.3514	hartree
total energy	-13391.133	eV
total charge	0
structure (SMILES)	O=c1cc[nH]c(=O)[nH]1.C#C

=====

> total energy of number 2 (C35H46BF19NbO21S)?

-144734.157 eV

=====

> Which value of 2S+1 does entry 2 give?

1

=====

Please write out number 5 again, unchanged.
DFT (the ωB97M-V functional and the def2-TZVPD basis) results for a 2-piece molecular cluster, C6H6N2O2 overall in a non-equilibrium geometry.

Last column: Löwdin charge in e.
CARTESIAN COORDINATES (ANGSTROEM)
C  -1.901  -2.365  -3.639  -0.048
C  -2.997  -1.905  -3.464  -0.053
C  2.191  0.586  0.880  -0.423
C  1.191  -0.349  0.297  -0.028
C  -0.112  -0.259  0.687  -0.136
C  0.413  1.641  2.221  -0.585
H  -0.920  -2.869  -3.755  0.037
H  -3.972  -1.350  -3.161  0.066
H  2.564  2.148  2.178  0.225
H  1.487  -0.932  -0.673  0.144
H  -1.116  -0.616  0.031  0.189
H  -1.499  1.000  1.554  0.245
N  1.710  1.535  1.846  0.184
N  -0.375  0.658  1.647  0.056
O  3.387  0.495  0.570  0.031
O  -0.050  2.583  2.781  0.096

Properties
relative energy (zero: lowest compared OMol25 entry of this formula, charge and spin)	80.6	kcal per mole
2S+1	1
E_HOMO	-9.341	eV
orbital gap	0.3514	hartree
total energy	-13391.133	eV
total charge	0
structure (SMILES)	O=c1cc[nH]c(=O)[nH]1.C#C